1.
62
Properties=species:S:1:pos:R:3 method="wB97M-V/def2-TZVPD" charge=+1 homo_lumo_gap_ha=0.240 e_lumo_ev=-3.0510
C 1.4938 -1.5550 -0.0062
C 1.4426 -1.2273 1.4599
Cl -0.1180 -0.7993 2.0166
C 2.4933 -1.2297 2.2884
Cl 2.2901 -0.7611 3.9486
C 3.9032 -1.5702 1.8463
C 4.1308 -2.8281 0.9780
C 5.4499 -3.5072 1.5159
C 5.9658 -2.5002 2.5397
N 4.6946 -1.9761 3.1033
H 2.4739 -1.3834 -0.4413
H 1.1913 -2.5932 -0.1543
H 0.7408 -0.9603 -0.5205
H 4.4410 -0.6785 1.5147
H 3.2518 -3.4513 1.1172
H 4.2889 -2.5490 -0.0574
H 6.1141 -3.6139 0.6676
H 5.1456 -4.4540 1.9546
H 6.6077 -2.9730 3.2760
H 6.4768 -1.7177 1.9842
H 4.2142 -2.8046 3.4580
H 4.8329 -1.2483 3.8003
N -2.9945 -0.1125 -2.7626
C -1.9778 0.2982 -1.9451
C -2.1451 -0.3134 -0.7303
C -3.3069 -1.1272 -0.8240
C -3.8091 -0.9826 -2.0885
H -3.1215 0.1809 -3.7126
H -1.2307 0.9904 -2.2954
H -1.5136 -0.1965 0.1340
H -3.7274 -1.7451 -0.0483
H -4.6709 -1.4197 -2.5633
N -6.2915 2.3184 -4.8460
C -5.9819 1.2941 -3.9921
C -7.1329 0.9137 -3.3565
C -8.1796 1.7394 -3.8490
C -7.6290 2.5936 -4.7659
H -5.6399 2.7965 -5.4397
H -4.9784 0.9244 -3.9077
H -7.2170 0.1317 -2.6205
H -9.2170 1.7087 -3.5619
H -8.0730 3.3698 -5.3647
N 4.5657 1.2410 -0.5272
C 5.3194 1.0500 -1.6565
C 6.4418 1.8238 -1.5406
C 6.3644 2.5060 -0.2950
C 5.1963 2.1277 0.3090
H 3.6780 0.8086 -0.3490
H 4.9936 0.3871 -2.4398
H 7.2316 1.8977 -2.2687
H 7.0834 3.1999 0.1065
H 4.7598 2.4139 1.2514
N -4.1400 2.6363 2.7956
C -2.8602 2.1651 2.7168
C -2.8953 0.8230 2.9879
C -4.2498 0.4719 3.2372
C -4.9924 1.6143 3.1094
H -4.4145 3.5896 2.6453
H -2.0403 2.8192 2.4744
H -2.0453 0.1631 3.0005
H -4.6337 -0.5046 3.4799
H -6.0497 1.7852 3.2134

=====

2.
66
Properties=species:S:1:pos:R:3 method="wB97M-V/def2-TZVPD" homo_lumo_gap_ha=0.343 smiles="COC[C@H](C)N.COC[C@H](C)N.NC(N)=O.NC(N)=O.NC(N)=O.NC(N)=O" relative_energy_ev=0.690 e_lumo_ev=0.4430
C 1.8260 -0.6673 4.6322
C 2.9159 -0.0892 3.7447
C 3.6621 -1.1712 2.9858
O 4.0848 -2.1670 3.8876
C 4.5399 -3.3046 3.2112
N 2.2865 0.8418 2.8005
H 2.2148 -1.2568 5.4606
H 1.1749 -1.3180 4.0437
H 1.2328 0.1385 5.0718
H 3.7015 0.3830 4.3556
H 4.5220 -0.7761 2.4217
H 3.0114 -1.5882 2.1936
H 3.7273 -3.7672 2.6363
H 4.8937 -4.0648 3.9099
H 5.3876 -3.0717 2.5544
H 1.6963 1.4717 3.3336
H 2.9712 1.4375 2.3450
C -2.6803 2.2336 -2.0269
C -3.6164 1.0769 -1.7248
C -4.8099 1.0015 -2.6524
O -5.4969 2.2594 -2.5237
C -6.6970 2.2753 -3.2468
N -2.7932 -0.1364 -1.6854
H -3.2427 3.1692 -1.9553
H -2.3499 2.2497 -3.0722
H -1.8275 2.2859 -1.3607
H -4.0004 1.2537 -0.7137
H -5.5059 0.2370 -2.2952
H -4.5241 0.9053 -3.7033
H -7.1333 3.2721 -3.1639
H -7.4230 1.5595 -2.8450
H -6.5354 2.1007 -4.3176
H -3.2889 -1.0226 -1.6967
H -2.2217 -0.1551 -2.5273
C 5.1790 0.6255 -0.0808
O 6.0523 0.1453 0.6345
N 5.2990 1.8855 -0.6007
N 4.0180 -0.0265 -0.3433
H 6.1583 2.3579 -0.3927
H 4.6201 2.3027 -1.2072
H 3.8601 -0.9592 0.0053
H 3.1669 0.3421 -0.7341
C 0.7848 -1.4029 -0.2778
O 1.5550 -2.2781 0.1322
N 0.7908 -0.1937 0.3687
N -0.1861 -1.5884 -1.2211
H 0.1124 0.5395 0.2669
H 1.3666 -0.2147 1.2062
H -0.9435 -0.9202 -1.1785
H -0.3361 -2.5169 -1.5653
C -1.1587 -4.0314 -3.1985
O -2.0037 -3.2327 -3.5694
N 0.0216 -4.2321 -3.8608
N -1.2795 -4.7536 -2.0413
H 0.2945 -3.6287 -4.6127
H 0.6711 -4.9360 -3.5625
H -0.6904 -5.5279 -1.7897
H -2.1499 -4.7362 -1.5402
C -1.3776 3.7256 1.5177
O -0.2809 3.2549 1.7829
N -1.6798 5.0566 1.6450
N -2.4351 2.9380 1.1252
H -2.6107 5.3748 1.4522
H -0.9380 5.7047 1.8246
H -3.2163 3.3890 0.6828
H -2.3667 1.9411 1.0552

=====

3.
13
Properties=species:S:1:pos:R:3 method="wB97M-V/def2-TZVPD" homo_lumo_gap_ha=0.339 smiles="C=CSCC" relative_energy_ev=1.218 e_lumo_ev=1.0641
C -2.6524 0.4497 -0.4875
C -1.2677 -0.3217 -0.5325
C 1.4687 -0.4056 -0.2694
C 2.6951 -0.3280 0.3070
H -2.9199 0.5006 0.5725
H -2.6420 1.5288 -0.5585
H -3.5005 -0.1186 -0.9866
H -0.8253 -0.1797 -1.5351
H -1.4462 -1.4041 -0.3541
H 1.2690 -0.7407 -1.3758
H 3.6313 -0.8819 -0.1425
H 2.7418 0.0749 1.3832
S 0.1393 0.3034 0.5557

=====

4.
6
Properties=species:S:1:pos:R:3 method="wB97M-V/def2-TZVPD" homo_lumo_gap_ha=0.330 relative_energy_ev=1.706 e_lumo_ev=-2.0151
O -1.8008 -1.2070 0.5062
O -0.1771 -2.4402 -0.9302
O 1.3873 1.9342 -0.0747
S -0.5189 -1.7550 0.2874
Cl 0.4530 2.9479 0.9583
Cl 0.6565 0.5201 -0.7471

=====

5.
9
Properties=species:S:1:pos:R:3 method="wB97M-V/def2-TZVPD" charge=-2 homo_lumo_gap_ha="0.242 / 0.242" smiles="[H]/N=N/N=P([O-])([O-])O" relative_energy_ev=1.683 e_lumo_ev="7.6063 / 7.6062"
N 0.1617 -1.6686 0.3829
N 0.8755 -0.9009 -0.8855
N -0.7228 -1.0319 1.0513
O -1.0825 0.8582 -1.4576
O 0.3173 1.2677 0.6616
O 1.4795 1.5118 -1.6384
P 0.3594 0.7225 -0.9810
H -0.5460 0.8635 0.9817
H -0.8421 -1.6222 1.8849

=====

6.
10
Properties=species:S:1:pos:R:3 method="wB97M-V/def2-TZVPD" homo_lumo_gap_ha=0.409 smiles=C[C@H]1CO1 relative_energy_ev=2.956 e_lumo_ev=1.2125
C -0.0690 -0.1560 1.6526
C 0.7121 -0.0864 0.3945
C -0.1934 -0.1578 -1.2412
O 0.6119 -1.1932 1.1626
H 0.2686 0.2938 2.5138
H -1.2075 -0.2639 1.5464
H 1.5542 0.4769 0.3304
H -1.0454 -0.7327 -1.2917
H 0.5018 -0.4722 -2.0021
H -0.4258 0.8991 -1.3664

=====

7.
16
Properties=species:S:1:pos:R:3 method="wB97M-V/def2-TZVPD" charge=+1 homo_lumo_gap_ha=0.373 relative_energy_ev=3.942 e_lumo_ev=-3.9699
C 1.6020 0.6911 -0.2048
C 0.0547 1.1616 -0.0141
C -0.0286 -1.1180 0.0919
C 1.8543 -0.8553 0.0885
C -0.9627 -0.0863 0.0749
N -2.4388 -0.1599 0.0514
H 1.8611 0.7714 -1.2374
H 2.2698 1.2780 0.3228
H 0.0907 1.6985 0.8885
H -0.0169 1.8368 -0.7406
H 2.1868 -1.6758 -0.5857
H -0.3982 -2.0868 0.2403
H 2.2455 -0.9537 1.1336
H -2.9027 0.3729 0.6807
H -2.5950 -1.2134 0.0376
H -2.8219 0.3392 -0.8276

=====

8.
72
Properties=species:S:1:pos:R:3 method="wB97M-V/def2-TZVPD" charge=+3 homo_lumo_gap_ha="0.200 / 0.208" e_lumo_ev="-10.3799 / -10.1680" spin_multiplicity=5
Pm 0.1837 0.1513 -0.2101
P -1.6605 -0.7434 2.0439
P 1.0889 -2.6064 -0.4752
P -2.1780 -0.9126 -1.4983
H 0.5713 2.8112 -1.3827
C -0.4744 2.4782 -1.3836
C -1.2024 2.5453 -0.2230
H -0.7328 2.8679 0.7107
C -1.2447 -0.3595 3.7919
C -2.0278 -2.5192 2.3193
C -3.3994 -0.1625 2.1000
C 2.1776 -2.6586 -1.9582
C 2.2497 -3.0864 0.8527
C 0.1335 -4.1606 -0.7202
C -3.4909 0.3249 -1.8363
C -3.1894 -2.3720 -1.0426
C -1.6155 -1.3677 -3.1824
H -0.8851 2.3122 -2.3825
H -2.2868 2.4972 -0.1803
H -1.1438 0.7249 3.9258
H -0.3030 -0.8438 4.0761
H -2.0491 -0.7289 4.4464
H -1.0962 -3.0666 2.5139
H -2.5372 -2.9541 1.4510
H -2.6878 -2.5847 3.1992
H -3.4061 0.9345 2.0820
H -3.8370 -0.5292 3.0423
H -3.9689 -0.5551 1.2485
H 2.6941 -3.6164 -2.0639
H 2.9248 -1.8607 -1.8911
H 1.5660 -2.4975 -2.8532
H 2.8791 -3.9441 0.5803
H 1.6902 -3.3561 1.7590
H 2.9179 -2.2459 1.0839
H 0.7971 -5.0304 -0.8557
H -0.4960 -4.0983 -1.6214
H -0.4958 -4.3717 0.1587
H -4.1287 0.0102 -2.6790
H -3.0429 1.2976 -2.0780
H -4.1142 0.4534 -0.9407
H -3.8932 -2.6491 -1.8498
H -3.7828 -2.1731 -0.1373
H -2.5475 -3.2427 -0.8389
H -2.4852 -1.4757 -3.8484
H -1.0577 -2.3152 -3.1530
H -0.9302 -0.6037 -3.5844
C 1.8714 2.1345 -4.6960
C 1.3439 3.2798 -4.0910
C 1.2126 4.5093 -4.7505
C 1.7023 4.6412 -6.0643
C 2.3379 3.5446 -6.6831
C 2.4286 2.3049 -5.9988
Se 1.6173 0.5091 -3.6418
H 1.3487 0.8966 -2.0950
H 0.9710 3.2038 -3.0830
H 0.7260 5.3430 -4.2324
H 1.5838 5.6076 -6.5895
H 2.7445 3.6892 -7.6974
H 2.9321 1.4787 -6.5093
N 1.3264 0.3016 1.8967
C 1.6511 0.6797 2.9704
C 1.9829 1.0586 4.2859
C 1.2881 2.0692 4.9923
C 1.4493 2.1848 6.3753
C 2.3478 1.3570 7.0575
C 3.1565 0.4801 6.3346
C 2.9977 0.3454 4.9553
H 0.6322 2.7534 4.4575
H 0.8610 2.9229 6.9307
H 2.4400 1.4234 8.1430
H 3.9174 -0.1221 6.8407
H 3.6466 -0.3128 4.3765

=====

9.
15
Properties=species:S:1:pos:R:3 method="wB97M-V/def2-TZVPD" charge=+1 homo_lumo_gap_ha=0.355 smiles="[H]/N=C1/C[C@]1(C)[NH3+]" relative_energy_ev=4.414 e_lumo_ev=-3.7975
C -0.1002 0.9104 -1.3100
C -0.0836 1.4160 0.0802
C -0.0960 -0.1614 0.0154
C -0.9718 -0.9791 0.9515
N -0.4850 0.9384 -2.4725
N 1.3174 -0.6001 0.3643
H 0.6913 2.1434 0.5642
H -0.9659 1.9379 0.3829
H -0.8810 -0.8399 2.0505
H -0.8720 -1.9814 0.7876
H -1.9593 -0.8382 0.6018
H -0.8063 0.2187 -3.0938
H 2.0365 -0.2045 -0.2205
H 1.5575 -1.5291 0.0289
H 1.6183 -0.4311 1.2697

=====

10.
51
Properties=species:S:1:pos:R:3 method="wB97M-V/def2-TZVPD" charge=+2 homo_lumo_gap_ha=0.232 relative_energy_ev=0.000 e_lumo_ev=-7.4894
C -0.1042 0.2936 -5.3906
C 1.2765 0.8048 -5.4142
C -0.3448 -1.1071 -5.7717
C -1.2284 1.2422 -5.4431
Cl -0.1865 -0.0026 -2.4630
H -0.3485 -1.2174 -6.8674
H -1.3176 -1.4553 -5.4062
H 0.4401 -1.7642 -5.3805
H 1.5849 1.0486 -6.4425
H 1.9776 0.0533 -5.0311
H 1.3679 1.7186 -4.8165
H -1.4105 1.5737 -6.4771
H -1.0202 2.1349 -4.8429
H -2.1520 0.7737 -5.0816
C 1.2516 -1.4985 1.6782
C 0.5155 -2.5289 1.0251
C 0.8179 -2.4810 -0.3791
H -0.0943 -3.2783 1.5337
C 1.8042 -1.4549 -0.5733
C 2.0478 -0.8270 0.6877
H 2.7818 -0.0540 0.8727
H 1.2907 -1.3360 2.7525
H 0.4275 -3.1549 -1.1399
H 2.2734 -1.1875 -1.5140
C -2.3416 0.3900 1.0669
C -2.0314 -0.9154 1.5812
C -2.1575 -1.8550 0.4989
H -1.8348 -1.1585 2.6237
C -2.4736 -1.1239 -0.6903
C -2.5967 0.2609 -0.3369
H -2.8336 1.0815 -1.0122
H -2.4932 1.2941 1.6464
H -2.1182 -2.9457 0.5650
H -2.6266 -1.5565 -1.6790
Zr -0.2687 -0.3815 0.0253
C 3.1019 1.2674 3.2592
N 1.8089 1.1496 3.8953
C 1.6504 0.8635 5.2396
C 0.3270 0.9427 5.5061
N -0.3118 1.2716 4.3251
C -1.7242 1.5638 4.2411
C 0.5913 1.3636 3.2936
Se 0.3344 1.8856 1.5197
H 3.0027 1.8315 2.3267
H 3.5306 0.2793 3.0465
H 3.7793 1.8010 3.9394
H 2.5072 0.6504 5.8695
H -0.2145 0.8153 6.4295
H -2.3007 0.6740 3.9783
H -2.0579 1.9137 5.2241
H -1.8988 2.3410 3.5020

=====

11.
67
Properties=species:S:1:pos:R:3 method="wB97M-V/def2-TZVPD" charge=-1 homo_lumo_gap_ha=0.063 relative_energy_ev=31.923 e_lumo_ev=-1.7999
Zn -0.3489 5.0489 0.3899
N 2.5865 2.1100 -4.7091
H 3.3724 2.6952 -4.4642
H 2.1879 1.7814 -3.8412
H 2.8978 1.3762 -5.3294
H 1.9039 2.6644 -5.2060
N 4.3913 1.3231 1.6625
H 5.1895 0.7359 1.8577
H 3.8523 1.4641 2.5049
H 3.9432 0.9638 0.8317
H 4.7612 2.2250 1.3985
N -2.4628 0.2225 4.6160
H -2.1778 0.9502 5.2557
H -1.7665 -0.1500 3.9863
H -3.2093 0.5567 4.0234
H -2.7508 -0.6069 5.1153
N -4.7218 0.9636 -3.9603
H -4.3841 1.8441 -4.3220
H -3.8930 0.3955 -4.0629
H -5.5152 0.6406 -4.4954
H -4.9884 1.0919 -2.9947
N 3.0735 -4.5219 -1.6788
H 2.2748 -5.0201 -1.3128
H 2.9834 -3.5209 -1.5792
H 3.0865 -4.8039 -2.6485
H 3.9462 -4.7024 -1.2034
N 1.3218 -4.5091 4.4359
H 0.8230 -4.3042 5.2899
H 0.9561 -3.8987 3.7191
H 1.0654 -5.4449 4.1554
H 2.3092 -4.4222 4.6299
N -4.2379 -3.5146 1.0958
H -4.2518 -4.4922 0.8423
H -3.3512 -3.1321 0.7999
H -4.3464 -3.3485 2.0861
H -5.0451 -3.0738 0.6783
S -0.0410 -8.3299 0.8452
O 1.1001 -8.9630 0.2447
O 0.1996 -8.3788 2.2857
O -0.2081 -6.9441 0.4517
O -1.3220 -8.9721 0.5158
S 1.1796 3.9565 5.4985
O 2.1791 2.9096 5.6478
O 1.7352 5.2051 6.0567
O 0.8946 4.0976 4.0975
O -0.0392 3.5761 6.1073
S 4.6803 5.8660 -1.4355
O 4.5382 7.2862 -1.6336
O 5.5921 5.6313 -0.3336
O 3.4080 5.2532 -1.0913
O 5.2366 5.2559 -2.6150
S -0.0538 -0.4351 -0.6437
O 1.2926 -0.5297 -1.1488
O -0.3554 0.9966 -0.3707
O -0.9284 -1.0242 -1.6191
O -0.2279 -1.0583 0.6447
S -1.7844 5.7838 -4.9731
O -1.4635 5.5954 -3.5258
O -3.0297 5.1251 -5.2977
O -1.9252 7.2006 -5.1706
O -0.8020 5.1720 -5.8480
O -3.8751 5.4037 1.3021
H -4.0676 5.7737 2.1636
H -4.7333 5.1916 0.9349
O -2.4109 -5.5983 -3.1686
H -2.3366 -4.6530 -3.0377
H -1.9068 -5.9804 -2.4502

=====

12.
18
Properties=species:S:1:pos:R:3 method="wB97M-V/def2-TZVPD" homo_lumo_gap_ha=0.355 relative_energy_ev=2.286 e_lumo_ev=0.2264
C -1.8648 -0.0799 -0.4399
C -0.6368 0.6229 -1.0115
C -1.3573 -1.2181 0.4098
C 0.5555 0.3812 -0.0337
N 2.5914 1.4379 0.6506
N 3.1575 0.4846 0.1520
N -0.3091 -0.5671 1.2127
N 1.2344 1.5645 0.4283
O 2.0942 -1.8252 0.1650
S 2.0544 -0.6418 -0.6426
H -2.3187 0.5598 0.1663
H -2.4129 -0.2179 -1.3503
H -0.1830 0.2203 -2.0218
H -0.6434 1.7741 -1.1566
H -1.9973 -1.5019 1.2206
H -1.1668 -1.9641 -0.3368
H 0.4115 -1.2619 1.5382
H 0.7911 2.2326 1.0497

=====

Result set for DFT total energy: -2089.46761, -1479.15181, -555.32518, -1544.14069, -732.50406, -193.03458, -250.86042, -5027.31870, -266.93708, -3757.91732, -5827.11845, -849.51551 Ha, one per record in the order listed.